# C24H53BBrFI2NO9S6

A 7-piece molecular cluster, C24H53BBrFI2NO9S6 overall (the ωB97M-V functional and the def2-TZVPD basis, the OMol25 dataset).

## Properties
**Net charge**: -1
**Maximum force**: 1.26 eV/Å
**Energy**: -200313.833 eV

Last column: Löwdin charge in e.
Geometry (Å):
C -4.0668 -1.1166 -0.3752  -0.04
C -2.9268 -1.5858 0.4994  -0.40
N -2.9967 -2.5452 1.3219  0.16
C -1.6371 -0.8150 0.2881  -0.10
C -0.9107 -0.4089 1.5787  -0.39
C -0.1190 -1.5779 2.2391  -0.06
C 1.0970 -2.1359 1.5737  -0.40
O 1.1772 -3.2366 1.1121  0.00
O -1.8727 -0.0410 2.5263  0.00
B -1.7033 1.3139 2.9713  -1.12
Br -3.4317 2.3715 2.0756  0.47
C -1.8362 1.5586 4.5480  -0.12
C -3.2357 1.3953 5.0997  -0.25
F -3.2088 0.9815 6.4718  -0.13
O -0.4262 1.7518 2.4380  -0.07
C 0.0072 0.8883 1.4247  -0.30
C 0.0872 1.5996 0.0578  -0.65
I -0.5040 3.6145 0.0386  1.02
C 0.6108 1.1739 -1.0829  -0.79
C 0.7167 1.9340 -2.3787  -0.26
I 1.5161 -0.7169 -1.2084  1.13
H -4.8883 -1.8409 -0.3727  0.07
H -4.4250 -0.1469 -0.0091  0.07
H -3.7242 -0.9815 -1.4083  0.08
H -3.9397 -2.9396 1.3234  0.05
H -1.8740 0.1020 -0.2606  0.11
H -1.0053 -1.4368 -0.3603  0.06
H 0.1928 -1.1887 3.2191  0.14
H -0.8391 -2.3878 2.3881  0.11
H 1.9909 -1.4841 1.5472  0.07
H -1.4847 2.5800 4.7553  0.11
H -1.1671 0.8796 5.0939  0.11
H -3.8200 0.6340 4.5719  0.09
H -3.7858 2.3396 5.0967  0.09
H 1.0491 0.6070 1.6480  0.14
H 1.1370 1.3062 -3.1654  0.01
H -0.2672 2.3017 -2.6905  0.06
H 1.3692 2.8071 -2.2492  0.06
C 5.3493 -2.0309 -1.1579  -0.27
S 6.7195 -1.1861 -0.3683  0.80
O 6.3353 0.2452 -0.2010  -0.56
C 7.7933 -1.2224 -1.8111  -0.26
H 4.5251 -2.0685 -0.4468  0.03
H 5.0499 -1.4723 -2.0473  0.04
H 5.6786 -3.0420 -1.4053  0.02
H 7.2300 -0.7045 -2.5839  0.00
H 8.0325 -2.2462 -2.0961  0.06
H 8.6988 -0.6751 -1.5575  0.05
C 6.5477 2.1044 -5.8089  -0.25
S 6.3948 1.1971 -4.2676  0.79
O 5.2006 0.3184 -4.4363  -0.55
C 5.8823 2.5808 -3.2504  -0.24
H 6.8342 1.4023 -6.5892  0.05
H 5.5632 2.5162 -6.0115  0.02
H 7.2974 2.8889 -5.7150  0.06
H 4.9923 3.0376 -3.6835  0.05
H 6.6959 3.3039 -3.1920  0.06
H 5.6684 2.1789 -2.2594  0.05
C 5.6394 -7.4284 -0.0658  -0.27
S 5.8759 -6.5476 -1.6139  0.80
O 6.6123 -5.3002 -1.2738  -0.57
C 4.1572 -6.0715 -1.8314  -0.27
H 6.6193 -7.7625 0.2691  0.05
H 5.2051 -6.7479 0.6661  0.06
H 4.9910 -8.2887 -0.2327  0.05
H 3.8331 -5.4933 -0.9661  0.06
H 3.5441 -6.9642 -1.9558  0.05
H 4.1027 -5.4589 -2.7294  0.05
C 2.3957 2.5217 -5.3843  -0.27
S 2.8510 3.5864 -6.7550  0.79
O 3.8079 4.5968 -6.2216  -0.56
C 1.2610 4.4104 -6.9005  -0.27
H 3.2763 1.9447 -5.0984  0.03
H 2.0551 3.1370 -4.5519  0.05
H 1.6126 1.8356 -5.7073  0.06
H 1.0214 4.8902 -5.9518  0.06
H 0.4997 3.6786 -7.1702  0.05
H 1.3524 5.1579 -7.6861  0.05
C -6.7663 0.2362 6.6368  -0.26
S -5.9678 -1.2068 5.9274  0.80
O -6.5339 -1.3694 4.5617  -0.56
C -6.8021 -2.4352 6.9470  -0.28
H -6.3883 1.0998 6.0925  0.05
H -7.8456 0.1464 6.5116  0.05
H -6.4928 0.3222 7.6885  0.05
H -7.8788 -2.3579 6.7942  0.05
H -6.5426 -2.2782 7.9945  0.05
H -6.4473 -3.4108 6.6210  0.04
C -7.7777 1.9350 2.2636  -0.27
S -7.0335 2.9024 0.9441  0.76
O -6.2540 3.9783 1.5909  -0.59
C -8.5628 3.6763 0.3756  -0.28
H -6.9623 1.4062 2.7560  0.04
H -8.2709 2.6101 2.9635  0.05
H -8.4828 1.2174 1.8428  0.05
H -9.0144 4.2269 1.2012  0.05
H -9.2435 2.9128 -0.0031  0.04
H -8.2939 4.3624 -0.4255  0.04

=====

# C24H53Br2O5Si

A 4-piece molecular cluster, C24H53Br2O5Si overall (the ωB97M-V functional and the def2-TZVPD basis, the OMol25 dataset).

## Properties
**Net charge**: -1
**Maximum force**: 5.35 eV/Å
**Energy**: -183943.488 eV

Last column: Löwdin charge in e.
Geometry (Å):
C 0.7337 -1.6848 1.5954  -0.21
C -0.4931 -0.7787 0.9961  -0.72
Br -0.7826 0.8932 2.1049  0.63
C -0.6612 -0.6820 -0.5478  -0.70
Br -0.2239 -2.6112 -1.1879  0.49
C 0.1537 0.1787 -1.5766  -0.37
C -0.8401 1.2941 -2.2925  -0.29
C -2.0622 1.8365 -1.4546  -0.23
C -2.3786 3.4316 -1.6162  -0.16
C -3.8205 3.6827 -0.8910  -0.21
O -3.8396 3.2867 0.5038  -0.14
C -3.3866 4.3266 1.3783  -0.24
O -2.2520 4.3082 1.9257  0.02
Si 1.4838 1.3866 -0.8252  0.44
C 0.8148 3.0948 -0.2954  -0.24
C 2.7500 0.5903 0.3481  -0.23
C 2.5504 1.7974 -2.4235  -0.23
H 1.6035 -1.8102 0.8834  0.03
H 0.3489 -2.7218 1.9318  0.06
H 1.0217 -1.1561 2.5840  0.05
H -1.4096 -1.4005 1.3638  0.08
H -1.7981 -0.7033 -0.7797  0.08
H -1.2527 0.7355 -3.2214  0.10
H -0.2376 2.1753 -2.7193  0.07
H -3.0248 1.3339 -1.8710  0.11
H -2.0805 1.6385 -0.3336  0.06
H -2.5454 3.7082 -2.7101  0.11
H -1.6405 4.0924 -1.0561  0.09
H -4.1424 4.7626 -1.0924  0.12
H -4.5542 2.9780 -1.4368  0.13
H -4.1120 5.1809 1.6431  0.16
H 1.6563 3.6845 0.2244  0.04
H -0.0955 3.0993 0.3888  -0.02
H 0.5664 3.6739 -1.2680  0.04
H 3.1095 -0.4671 0.0482  0.04
H 3.7036 1.2420 0.4348  0.03
H 2.3193 0.5630 1.4226  0.02
H 3.2362 0.9214 -2.7131  0.03
H 3.0961 2.7956 -2.3089  0.02
H 1.8421 1.9415 -3.3299  0.02
C 8.4624 0.1155 -3.7270  -0.09
C 7.2391 0.8512 -3.2059  -0.28
O 6.2821 0.0011 -2.5929  -0.16
C 6.7202 -0.7254 -1.4535  -0.28
C 7.1689 0.1614 -0.3043  -0.08
H 8.1671 -0.6900 -4.4058  0.08
H 9.1224 0.8035 -4.2596  0.07
H 9.0364 -0.3365 -2.9142  0.06
H 6.7313 1.3262 -4.0495  0.12
H 7.5255 1.6575 -2.5231  0.11
H 7.5044 -1.4369 -1.7335  0.10
H 5.8666 -1.3216 -1.1209  0.12
H 8.0547 0.7455 -0.5676  0.06
H 7.4162 -0.4436 0.5717  0.08
H 6.3806 0.8690 -0.0340  0.07
C 1.9737 -7.9349 -1.1225  -0.08
C 1.9779 -8.0811 0.3899  -0.29
O 2.4408 -6.9256 1.0719  -0.17
C 1.6902 -5.7322 0.8706  -0.28
C 0.2455 -5.8389 1.3261  -0.09
H 2.9637 -7.6413 -1.4836  0.08
H 1.6891 -8.8773 -1.5955  0.07
H 1.2664 -7.1694 -1.4503  0.07
H 2.6604 -8.8916 0.6612  0.11
H 0.9895 -8.3720 0.7601  0.10
H 1.7512 -5.4157 -0.1750  0.10
H 2.1855 -4.9548 1.4580  0.12
H -0.3114 -6.5701 0.7347  0.07
H -0.2581 -4.8747 1.2248  0.04
H 0.1936 -6.1576 2.3714  0.08
C -8.6668 3.4806 4.4995  -0.09
C -8.8845 3.4250 2.9968  -0.29
O -7.7184 3.7177 2.2414  -0.16
C -6.6081 2.8476 2.4322  -0.27
C -6.8973 1.4033 2.0628  -0.07
H -8.2469 4.4475 4.7923  0.08
H -9.6110 3.3300 5.0270  0.07
H -7.9704 2.7077 4.8336  0.07
H -9.6254 4.1812 2.7227  0.12
H -9.3018 2.4592 2.6949  0.10
H -6.2360 2.9250 3.4592  0.11
H -5.8066 3.2191 1.7875  0.09
H -7.6567 0.9640 2.7149  0.06
H -5.9917 0.7984 2.1501  0.08
H -7.2702 1.3358 1.0371  0.08

=====

# C24H53N2O7

A 3-piece molecular cluster, C24H53N2O7 overall (the ωB97M-V functional and the def2-TZVPD basis, the OMol25 dataset).

## Properties
**Net charge**: +1
**Maximum force**: 2.87 eV/Å
**ΔE to the lowest compared entry with this formula, charge and spin**: 74.4 kcal/mol

Last column: Löwdin charge in e.
Geometry (Å):
C -2.6400 1.9931 -0.1257  -0.08
C -1.7738 0.7299 -0.0235  -0.24
C -1.0340 0.7615 1.3190  -0.20
C -0.5311 -0.5898 1.7806  -0.23
N -1.6274 -1.5057 2.1279  0.02
C -1.1080 -2.8447 2.2099  -0.34
C -0.0210 -3.2360 3.1884  -0.08
C 0.1347 -4.7254 2.7229  -0.01
C -1.3392 -5.0296 2.6270  -0.33
O -1.8941 -6.1487 2.7583  0.10
C -1.3151 -7.0668 3.7469  -0.11
C -0.3812 -8.0787 3.1577  -0.19
C -1.0279 -8.9703 2.1098  -0.24
C -0.2002 -10.2315 1.8646  -0.09
N -2.0363 -3.9801 2.3828  0.24
H -2.0808 2.7771 0.3729  0.07
H -3.5555 1.8824 0.4410  0.08
H -2.8108 2.2890 -1.1503  0.05
H -1.0470 0.8078 -0.8210  0.10
H -2.3741 -0.1671 -0.1505  0.09
H -0.1562 1.3774 1.1742  0.10
H -1.6748 1.1929 2.0816  0.12
H 0.0901 -0.4408 2.6569  0.11
H 0.1357 -0.9856 1.0024  0.13
H -2.2287 -1.5010 1.3062  0.10
H -0.6437 -3.0737 1.2326  0.15
H 0.8513 -2.6084 3.1788  0.12
H -0.4488 -3.1708 4.1866  0.14
H 0.6491 -4.6493 1.7759  0.15
H 0.6378 -5.2432 3.5209  0.12
H -0.8697 -6.5177 4.5646  0.13
H -2.1513 -7.5896 4.1836  0.14
H -0.0904 -8.7289 3.9791  0.13
H 0.5451 -7.6520 2.7855  0.12
H -2.0053 -9.2734 2.4726  0.11
H -1.1148 -8.4529 1.1636  0.11
H 0.8410 -10.0953 2.1354  0.07
H -0.2202 -10.5068 0.8198  0.07
H -0.5714 -11.0845 2.4205  0.08
H -3.0473 -3.9792 2.3308  0.20
C 5.5273 6.5454 4.6209  -0.11
O 4.5562 6.1500 3.6768  -0.20
C 5.0518 6.2115 2.3499  -0.21
C 4.1224 5.4850 1.4040  -0.18
O 4.3079 4.0727 1.3963  -0.13
C 3.7873 3.3602 2.5072  -0.18
C 2.2827 3.1965 2.4701  -0.22
O 1.6374 4.3628 2.9445  -0.19
C 0.2675 4.3732 2.6224  -0.11
H 5.8592 7.5730 4.4358  0.09
H 5.0728 6.4946 5.6082  0.09
H 6.3906 5.8705 4.5968  0.09
H 6.0506 5.7609 2.2994  0.13
H 5.1171 7.2673 2.0528  0.13
H 4.3620 5.8077 0.3889  0.13
H 3.0804 5.7464 1.5950  0.12
H 4.1139 3.8009 3.4510  0.12
H 4.2309 2.3637 2.4375  0.13
H 1.9932 2.3558 3.1207  0.12
H 1.9661 2.9825 1.4401  0.12
H 0.1277 4.3824 1.5338  0.09
H -0.1709 5.2788 3.0362  0.09
H -0.2395 3.5009 3.0551  0.08
C -0.3508 1.8867 -9.1367  -0.11
O -1.1865 2.0426 -8.0109  -0.20
C -2.3670 1.2653 -8.1155  -0.21
C -3.0743 1.1947 -6.7807  -0.18
O -2.5255 0.2226 -5.8961  -0.13
C -1.2997 0.5626 -5.2658  -0.18
C -1.4555 1.5551 -4.1336  -0.22
O -1.5398 2.8770 -4.6311  -0.19
C -2.0066 3.7760 -3.6528  -0.11
H -0.8682 2.1877 -10.0545  0.09
H 0.5192 2.5252 -8.9973  0.09
H -0.0126 0.8481 -9.2291  0.09
H -2.1216 0.2509 -8.4534  0.13
H -3.0305 1.7399 -8.8516  0.13
H -4.0987 0.8648 -6.9644  0.13
H -3.1246 2.1766 -6.3075  0.12
H -0.5606 0.9047 -5.9925  0.13
H -0.9323 -0.3736 -4.8377  0.12
H -0.5760 1.4928 -3.4737  0.12
H -2.3580 1.3102 -3.5572  0.12
H -3.0260 3.5135 -3.3441  0.09
H -2.0214 4.7727 -4.0882  0.09
H -1.3419 3.7777 -2.7793  0.08

=====

# C24H53N3O14PS3

A 8-piece molecular cluster, C24H53N3O14PS3 overall (the ωB97M-V functional and the def2-TZVPD basis, the OMol25 dataset).

## Properties
**Net charge**: +1
**Maximum force**: 5.26 eV/Å
**Energy**: -100659.192 eV

Last column: Löwdin charge in e.
Geometry (Å):
N 0.4799 4.1561 5.1382  0.31
H 0.3763 5.0482 5.6002  0.15
H -0.2885 3.9232 4.5254  0.14
H 0.6656 3.4966 5.8803  0.15
H 1.2309 4.1252 4.4636  0.14
N 7.2036 -1.6270 -3.1618  0.32
H 7.6324 -2.3642 -2.6207  0.15
H 6.5998 -2.0432 -3.8563  0.15
H 7.8191 -0.9033 -3.5048  0.16
H 6.6291 -1.1372 -2.4909  0.14
N 1.6326 0.0019 0.0440  0.32
H 1.7983 -0.1838 -0.9348  0.15
H 0.7110 0.4144 0.0674  0.14
H 2.1661 0.8156 0.3151  0.15
H 1.7533 -0.7508 0.7065  0.15
C 8.1320 3.6600 -0.1982  -0.02
C 8.7058 4.8296 0.2602  -0.35
C 7.9313 5.8276 1.2306  -0.34
O 8.3295 6.9832 1.6315  -0.05
C 6.5986 5.5438 1.4592  -0.03
C 5.9555 4.3497 1.0631  -0.40
C 6.8290 3.2396 0.3301  -0.40
O 6.3068 2.1550 0.1059  -0.09
O 4.8013 4.0743 1.4234  -0.10
O 9.9613 5.0140 -0.0135  -0.07
H 8.6979 2.9140 -0.7363  0.08
H 6.0563 6.3088 1.9950  0.10
C -4.3113 -5.8909 -3.4433  -0.19
C -4.2406 -5.1813 -2.0944  -0.26
C -2.8154 -5.0552 -1.7411  -0.25
S -2.1523 -4.1972 -3.2032  0.74
O -0.7385 -4.5512 -3.4282  -0.38
O -2.6825 -2.8071 -3.1902  -0.36
C -3.1991 -5.2760 -4.3681  -0.17
H -5.2127 -5.8318 -4.0532  0.11
H -4.1136 -6.9624 -3.4111  0.11
H -4.9459 -5.6803 -1.4298  0.12
H -4.5782 -4.1468 -2.0310  0.12
H -2.2148 -5.9646 -1.7229  0.11
H -2.7430 -4.4667 -0.8264  0.11
H -2.4071 -5.8512 -4.8478  0.09
H -3.6362 -4.4942 -4.9891  0.09
C 3.2901 0.3731 -9.3324  -0.16
C 1.7352 -0.0361 -9.4057  -0.25
C 1.2711 -0.3100 -8.0247  -0.20
S 2.1439 1.0833 -7.0169  0.72
O 2.8617 0.3562 -5.9757  -0.39
O 1.1696 2.1378 -6.7003  -0.34
C 3.3496 1.5837 -8.2952  -0.20
H 3.7021 0.2981 -10.3388  0.11
H 3.7890 -0.4507 -8.8220  0.10
H 1.5017 -0.8190 -10.1274  0.11
H 1.2056 0.7920 -9.8767  0.11
H 1.6651 -1.2874 -7.7460  0.10
H 0.1948 -0.3246 -7.8531  0.10
H 4.3620 1.8592 -7.9998  0.10
H 2.9301 2.5564 -8.5520  0.09
C 3.5407 -3.5578 8.3461  -0.20
C 2.0603 -3.9568 8.3401  -0.25
C 1.2765 -3.0214 7.4542  -0.21
S 2.4083 -2.6371 5.9997  0.78
O 2.5950 -1.1434 6.0591  -0.41
O 2.0259 -3.3314 4.6955  -0.40
C 3.9058 -3.4102 6.8270  -0.19
H 4.2500 -4.1979 8.8707  0.12
H 3.5339 -2.5708 8.8087  0.11
H 1.6611 -4.1430 9.3371  0.12
H 2.0439 -4.9565 7.9060  0.11
H 1.1938 -2.0335 7.9074  0.09
H 0.2990 -3.4140 7.1739  0.10
H 4.7790 -2.8857 6.4389  0.10
H 3.7950 -4.4270 6.4502  0.09
C -6.5461 -1.3818 3.6401  -0.06
C -5.7115 -0.0588 3.6052  -0.32
O -6.2032 0.4338 2.4005  -0.18
P -5.2020 1.5524 1.7576  0.47
O -3.7766 1.2572 1.6872  -0.24
O -5.8153 1.6631 0.2356  -0.21
C -5.4958 2.7351 -0.6885  -0.22
C -5.8225 2.3686 -2.1881  -0.05
O -5.7228 2.8835 2.4558  -0.19
C -7.0298 3.2965 2.6352  -0.29
C -6.8408 4.8137 2.6133  -0.07
H -6.7142 -1.8838 4.5929  0.07
H -7.5633 -1.1023 3.3657  0.07
H -6.2072 -1.9976 2.8070  0.08
H -5.8004 0.6318 4.4438  0.11
H -4.7027 -0.3297 3.9166  0.11
H -6.1662 3.5270 -0.3546  0.10
H -4.5226 3.2137 -0.5789  0.11
H -6.4000 3.1422 -2.6943  0.06
H -4.9466 2.3730 -2.8369  0.06
H -6.4587 1.5208 -2.4422  0.07
H -7.6749 2.9319 1.8358  0.12
H -7.6642 3.1150 3.5029  0.12
H -6.1639 5.0130 1.7826  0.07
H -7.7476 5.4106 2.5153  0.08
H -6.3645 5.2310 3.5005  0.08

=====

# C24H53NO9

A 8-piece molecular cluster, C24H53NO9 overall (the ωB97M-V functional and the def2-TZVPD basis, the OMol25 dataset).

## Properties
**Net charge**: 0
**Maximum force**: 13.96 eV/Å
**ΔE to the lowest compared entry with this formula, charge and spin**: 21.7 kcal/mol

Last column: Löwdin charge in e.
Geometry (Å):
C -2.3929 -2.2785 -2.3300  0.04
C -1.8617 -1.1496 -3.1434  -0.30
O -2.5214 -0.8709 -4.1249  0.14
N -0.5370 -0.4184 -2.7895  0.11
H -0.5015 0.1038 -1.9254  0.06
H 0.1544 -1.0036 -2.5089  0.05
C 0.1468 0.4515 -3.8466  0.01
H -1.6734 -2.3692 -1.4971  0.08
H -2.6956 -2.9979 -2.8215  0.00
H -3.2204 -1.9972 -1.6056  0.12
H 0.5253 -0.2019 -4.6667  0.08
H 1.2269 0.8653 -3.6009  0.15
H -0.6212 1.0596 -4.3882  0.10
O -0.2531 0.2535 -0.3029  -0.39
H 0.5289 -0.0441 0.3218  0.07
C 0.9911 -4.1099 -3.1386  -0.03
C 1.3974 -3.6368 -1.7101  -0.47
C 2.9903 -3.5190 -1.4994  0.00
O 0.8933 -2.4154 -1.4942  -0.07
H 1.5697 -3.5685 -3.9409  0.09
H -0.0565 -3.8437 -3.1021  0.04
H 0.9888 -5.2463 -3.3005  0.10
H 0.9866 -4.3284 -1.0116  0.11
H 3.3300 -4.4143 -1.5344  0.00
H 3.2725 -3.2698 -0.4922  0.07
H 3.3783 -2.7745 -2.1911  0.08
H 0.2489 -2.3794 -0.8186  0.02
C 0.4257 2.8342 3.7020  -0.03
C 0.7568 1.6671 2.7788  -0.43
C 1.5586 0.5738 3.5345  -0.06
O -0.4972 1.0244 2.3576  -0.09
H -0.0477 3.6558 3.3562  0.04
H 1.3878 3.1050 4.1202  0.09
H -0.0520 2.4610 4.5145  0.05
H 1.1838 1.9536 1.8876  0.08
H 2.4752 0.8203 4.1340  0.07
H 1.7547 -0.2242 2.6070  0.12
H 0.9817 0.0727 4.4297  0.11
H -0.5730 0.8699 1.4174  -0.01
C -4.7236 1.4828 0.6252  -0.04
C -3.6865 0.4629 0.6023  -0.42
C -4.3940 -0.9693 0.6673  -0.03
O -2.9697 0.4760 -0.6624  -0.13
H -5.5167 1.2978 -0.2268  0.15
H -4.2094 2.3016 0.6095  0.02
H -5.2566 1.4684 1.4377  0.03
H -2.9713 0.7025 1.3426  0.11
H -3.8866 -1.8734 0.5787  0.03
H -5.0375 -0.9629 -0.1091  0.02
H -5.1226 -1.2267 1.4756  0.10
H -1.8866 0.3828 -0.4836  0.09
C -1.7037 -3.0486 2.5926  -0.05
C -0.3232 -2.7869 2.0236  -0.45
C 0.4630 -4.1454 1.7827  -0.02
O -0.6934 -2.2701 0.7883  -0.15
H -2.3640 -2.3212 2.7976  0.03
H -1.5254 -3.6139 3.5334  0.09
H -2.3120 -3.5573 1.9094  0.07
H 0.4031 -2.0983 2.5653  0.14
H 1.4410 -3.8058 1.7254  0.04
H 0.1137 -4.8212 1.0823  0.04
H 0.2840 -4.6241 2.8479  0.12
H -0.8234 -1.2036 0.8096  0.13
C -0.8084 4.7153 0.0939  -0.02
C -1.1600 3.3521 -0.6043  -0.40
C -2.2407 3.5001 -1.7941  -0.02
O -0.0088 2.8599 -1.2390  -0.08
H -0.3115 5.3844 -0.5042  0.05
H -0.2424 4.6709 1.0180  0.07
H -1.6872 5.0939 0.3026  0.02
H -1.5204 2.6522 0.1918  0.12
H -1.9873 4.2557 -2.7035  0.13
H -3.0419 3.7445 -1.3084  -0.02
H -2.4897 2.5875 -2.3279  0.05
H -0.0311 1.9827 -0.9061  -0.02
C 5.8922 1.2525 0.1710  0.08
C 6.1527 2.6721 0.8298  0.18
C 4.8505 3.5619 0.9249  -0.40
O 4.8460 4.5480 1.5275  0.14
C 3.5266 2.9303 0.4401  0.07
C 3.4490 1.6311 -0.1957  0.03
C 4.6468 0.7767 -0.3153  -0.42
O 4.5447 -0.2792 -1.0106  0.05
H 6.7364 0.7466 0.3222  0.05
H 7.0087 2.8312 1.2255  0.01
H 2.5833 3.3959 0.5042  0.07
H 2.3457 1.1772 -0.3337  0.14